[1]
A 2-piece molecular cluster, C3H7O4PS overall in a non-equilibrium geometry. Source: OMol25; level of theory: ωB97M-V/def2-TZVPD.

Geometry as XYZ:
```
16
Properties=species:S:1:pos:R:3:nbo_charge:R:1
C 0.6210 1.0973 0.6929 -0.348
C 0.6280 -1.2023 -0.1305 -0.114
C -0.0252 0.0583 0.1863 -0.415
O -2.3366 -0.6671 -1.1596 -1.191
O -2.0115 1.6498 -0.3508 -1.037
O -2.5727 -0.0727 1.3131 -1.196
O -0.1040 -2.3620 0.2016 -0.735
P -1.8450 0.0720 0.0375 2.321
S 4.1422 0.6907 -0.8756 -1.059
H 0.0472 1.9590 0.8735 0.187
H 1.6245 1.1766 0.9402 0.202
H 3.0099 0.1786 -0.5695 0.067
H 1.6890 -1.1302 0.1622 0.198
H 0.7936 -1.2550 -1.2939 0.157
H -0.8910 -2.1543 -0.2911 0.483
H -2.7693 1.9613 0.2635 0.480
```

Computed properties:
Total charge: -2
ΔE to the lowest compared entry with this formula, charge and spin: 8.6 kcal per mole
HOMO-LUMO gap: 6.50 eV

[2]
A 2-piece molecular cluster, C3H7OP overall in a non-equilibrium geometry. Source: OMol25; level of theory: ωB97M-V/def2-TZVPD.

Geometry as XYZ:
```
12
Properties=species:S:1:pos:R:3:nbo_charge:R:1
C -1.5653 -0.8991 -0.3387 -0.339
C -0.9895 0.1065 0.3588 -0.255
C 0.4303 0.1715 0.6852 -0.153
O 0.8890 1.8538 -0.3048 -0.853
P 1.5840 -1.0174 -0.0184 0.308
H -2.6640 -1.1944 -0.5248 0.224
H -0.8920 -1.6539 -0.7333 0.189
H -1.4993 0.8280 0.9559 0.211
H 0.5146 0.5069 1.6199 0.206
H -0.0108 2.2888 -0.5012 0.444
H 2.6743 -0.3275 0.2186 -0.010
H 1.5287 -0.6633 -1.4173 0.027
```

Computed properties:
ΔE to the lowest compared entry with this formula, charge and spin: 82.4 kcal per mole
HOMO-LUMO gap (alpha / beta): 9.18 / 9.18 eV

[3]
C3H7OPS3 as an isolated structure in a non-equilibrium geometry. Source: OMol25; level of theory: ωB97M-V/def2-TZVPD.

Geometry as XYZ:
```
15
Properties=species:S:1:pos:R:3:nbo_charge:R:1
C -0.2449 -2.0062 1.1455 -0.091
C 0.4762 -1.3579 0.0284 -0.536
C 0.5129 2.3146 -1.8387 -0.734
O -1.3427 -1.1795 1.5374 -0.844
P -1.7575 0.3174 0.9289 0.892
S -2.4279 1.1851 2.4955 -0.454
S 1.0613 0.3346 0.6486 0.100
S 1.8544 1.3859 -0.9450 0.088
H -0.6250 -3.0144 0.9567 0.211
H 0.4337 -2.0811 2.0312 0.194
H 1.3396 -2.1590 -0.2352 0.244
H -0.1494 -1.0404 -0.7759 0.226
H 0.4014 1.6946 -2.7422 0.224
H 0.8038 3.4118 -2.0499 0.244
H -0.3360 2.1944 -1.1853 0.237
```

Computed properties:
ΔE to the lowest compared entry with this formula, charge and spin: 0.0 kcal per mole
HOMO-LUMO gap: 8.39 eV

[4]
A 2-piece molecular cluster, C3H7OS overall. Source: OMol25; level of theory: ωB97M-V/def2-TZVPD.

Geometry as XYZ:
```
12
Properties=species:S:1:pos:R:3:nbo_charge:R:1
S 1.4734 -0.8802 2.4098 -1.011
H 1.8509 -0.4881 3.6369 0.101
C -0.9497 1.1339 -1.5327 -0.604
C -0.3443 0.5173 -0.5148 0.370
O 0.0588 1.2103 0.5515 -0.733
C -0.0837 -0.9513 -0.4960 -0.685
H -1.2685 0.5956 -2.4124 0.182
H -1.1224 2.1975 -1.4814 0.190
H 0.4282 0.6270 1.2629 0.516
H -0.4447 -1.3990 -1.4186 0.197
H 0.9797 -1.1488 -0.3645 0.239
H -0.5778 -1.4143 0.3593 0.238
```

Computed properties:
Total charge: -1
ΔE to the lowest compared entry with this formula, charge and spin: 0.6 kcal per mole
HOMO-LUMO gap: 7.31 eV

[5]
An isolated ion of composition C3H7OS and charge -1. Source: OMol25; level of theory: ωB97M-V/def2-TZVPD.

Geometry as XYZ:
```
12
Properties=species:S:1:pos:R:3:nbo_charge:R:1
O 0.5237 2.0381 0.5000 -0.942
C 0.8532 1.2747 -0.5355 0.010
C 0.6216 -0.2524 -0.2952 -0.452
C -0.7594 -0.4516 0.2832 -0.488
S -1.0066 -2.1410 0.9721 -0.123
H 0.3181 1.4935 -1.5070 0.047
H 1.9265 1.3292 -0.8512 0.066
H 1.3571 -0.6169 0.4338 0.179
H 0.7355 -0.8322 -1.2100 0.166
H -0.8928 0.2704 1.0822 0.249
H -1.5228 -0.2680 -0.4648 0.187
H -2.1541 -1.8440 1.5925 0.100
```

Computed properties:
Total charge: -1
SMILES: [O-]CCCS
ΔE to the lowest compared entry with this formula, charge and spin: 32.7 kcal per mole
HOMO-LUMO gap: 5.78 eV

[6]
C3H7OS as an isolated structure in a non-equilibrium geometry. Source: OMol25; level of theory: ωB97M-V/def2-TZVPD.

Geometry as XYZ:
```
12
Properties=species:S:1:pos:R:3:nbo_charge:R:1
C 1.4636 -0.5290 -1.2227 -0.048
O 3.4202 0.6206 0.6257 -1.322
C 0.4703 0.1805 0.4048 -0.282
C 0.2467 -0.7433 -0.6069 -0.241
S -2.8422 0.0806 0.2212 -0.992
H 1.5707 0.3044 -1.9229 0.210
H 2.4500 -0.8419 -0.7993 0.288
H 1.4133 0.1463 1.0007 0.311
H -0.4910 0.4358 0.9293 0.305
H -0.6779 -0.8197 -1.1340 0.257
H 4.2846 0.9886 0.5885 0.413
H -3.5194 0.0830 1.3414 0.100
```

Computed properties:
Total charge: -1
ΔE to the lowest compared entry with this formula, charge and spin: 144.8 kcal per mole
HOMO-LUMO gap: 5.40 eV

[7]
One molecule with the formula C3H7P in a non-equilibrium geometry. Source: OMol25; level of theory: ωB97M-V/def2-TZVPD.

Geometry as XYZ:
```
11
Properties=species:S:1:pos:R:3:mulliken_spin:R:1
C 1.0956 -0.0653 0.7324 0.213
C 1.0940 -0.0172 -0.7851 0.579
C -1.6636 0.0964 -0.0229 0.058
P -0.2167 -1.1039 -0.0429 1.201
H 1.7982 -0.7443 1.1604 -0.022
H 0.7941 0.6961 1.3826 -0.005
H 0.8690 0.8003 -1.4770 -0.001
H 1.9128 -0.6124 -1.0679 -0.082
H -2.4958 -0.5664 -0.3591 0.006
H -1.3498 1.0170 -0.6181 0.037
H -1.8378 0.4998 1.0976 0.015
```

Computed properties:
ΔE to the lowest compared entry with this formula, charge and spin: 7.6 kcal per mole
HOMO-LUMO gap (alpha / beta): 5.14 / 6.51 eV
Multiplicity: 3

[8]
A 2-piece molecular cluster, C3H7PS overall in a non-equilibrium geometry. Source: OMol25; level of theory: ωB97M-V/def2-TZVPD.

Geometry as XYZ:
```
12
Properties=species:S:1:pos:R:3:nbo_charge:R:1
C -0.5315 -0.5392 -0.3400 -0.368
C 0.2152 -1.5935 -0.0996 -0.418
C -1.8008 1.7303 -0.1116 -0.723
P 4.0107 -0.4410 0.9514 0.122
S -0.1577 1.0174 0.2759 0.243
H 5.2960 -0.8842 0.8143 -0.121
H -0.1874 -2.5510 -0.4012 0.205
H 1.1424 -1.4798 0.3651 0.199
H -2.5698 1.1536 0.3842 0.210
H -1.9413 1.4563 -1.1985 0.215
H -1.9559 2.7309 0.1458 0.230
H -1.5198 -0.5999 -0.7858 0.206
```

Computed properties:
ΔE to the lowest compared entry with this formula, charge and spin: 85.0 kcal per mole
HOMO-LUMO gap (alpha / beta): 6.71 / 6.68 eV

Copy entry 1 word for word.
A 2-piece molecular cluster, C3H7O4PS overall in a non-equilibrium geometry. Source: OMol25; level of theory: ωB97M-V/def2-TZVPD.

Geometry as XYZ:
```
16
Properties=species:S:1:pos:R:3:nbo_charge:R:1
C 0.6210 1.0973 0.6929 -0.348
C 0.6280 -1.2023 -0.1305 -0.114
C -0.0252 0.0583 0.1863 -0.415
O -2.3366 -0.6671 -1.1596 -1.191
O -2.0115 1.6498 -0.3508 -1.037
O -2.5727 -0.0727 1.3131 -1.196
O -0.1040 -2.3620 0.2016 -0.735
P -1.8450 0.0720 0.0375 2.321
S 4.1422 0.6907 -0.8756 -1.059
H 0.0472 1.9590 0.8735 0.187
H 1.6245 1.1766 0.9402 0.202
H 3.0099 0.1786 -0.5695 0.067
H 1.6890 -1.1302 0.1622 0.198
H 0.7936 -1.2550 -1.2939 0.157
H -0.8910 -2.1543 -0.2911 0.483
H -2.7693 1.9613 0.2635 0.480
```

Computed properties:
Total charge: -2
ΔE to the lowest compared entry with this formula, charge and spin: 8.6 kcal per mole
HOMO-LUMO gap: 6.50 eV